Formula: C50H59AgN4P2Si3
Source: OMol25
Level of theory: ωB97M-V/def2-TZVPD

Cartesian coordinates (Å):
1 Ag -1.046 -0.175 -1.052
2 C 2.069 2.038 -2.205
3 C 2.075 0.554 -1.848
4 P 2.253 0.402 -0.028
5 C 4.053 0.739 0.179
6 C 4.565 0.471 1.449
7 C 5.911 0.634 1.721
8 C 6.779 1.042 0.715
9 C 6.290 1.276 -0.559
10 C 4.933 1.130 -0.825
11 C 1.959 -1.141 0.639
12 C 1.176 -1.491 1.888
13 C 1.996 -2.436 2.730
14 C 2.825 -3.321 2.157
15 C 3.108 -3.288 0.737
16 C 2.763 -2.166 0.050
17 P 0.808 2.791 -1.094
18 C 1.330 1.953 0.562
19 C 2.324 2.828 1.274
20 C 2.048 3.541 2.363
21 C 0.744 3.472 3.007
22 C -0.199 2.664 2.532
23 C -0.040 1.761 1.339
24 C 1.370 4.527 -0.941
25 C 0.380 5.482 -0.724
26 C 0.703 6.826 -0.587
27 C 2.024 7.232 -0.683
28 C 3.021 6.292 -0.916
29 C 2.696 4.952 -1.041
30 H 1.747 2.196 -3.237
31 H 3.055 2.482 -2.094
32 H 2.874 -0.012 -2.331
33 H 1.137 0.085 -2.149
34 H 3.898 0.096 2.218
35 H 6.288 0.423 2.713
36 H 7.835 1.158 0.921
37 H 6.963 1.568 -1.356
38 H 4.590 1.308 -1.835
39 H 0.222 -1.995 1.629
40 H 1.831 -2.455 3.801
41 H 3.343 -4.048 2.774
42 H 3.726 -4.051 0.282
43 H 3.164 -2.030 -0.953
44 H 3.301 2.924 0.824
45 H 2.809 4.190 2.776
46 H 0.560 4.070 3.890
47 H -1.160 2.578 3.026
48 H -0.844 2.009 0.640
49 H -0.657 5.175 -0.667
50 H -0.079 7.552 -0.413
51 H 2.280 8.279 -0.582
52 H 4.054 6.604 -0.996
53 H 3.494 4.238 -1.207
54 C -2.672 3.089 -2.497
55 Si -3.443 2.326 -0.943
56 C -5.289 2.737 -1.044
57 C -2.898 3.409 0.518
58 C -3.123 0.505 -0.746
59 Si -4.131 -0.489 -1.959
60 C -4.217 0.313 -3.665
61 C -5.918 -0.759 -1.401
62 C -3.473 -2.216 -2.348
63 Si -3.227 -0.119 0.978
64 C -4.716 0.534 1.938
65 C -3.384 -2.003 1.091
66 C -1.696 0.145 2.133
67 C -1.939 -0.194 3.411
68 C -0.896 -0.284 4.419
69 C 0.374 -0.293 4.035
70 C 0.734 -0.198 2.582
71 N -0.328 0.373 1.725
72 H -2.247 4.072 -2.278
73 H -3.421 3.223 -3.279
74 H -1.873 2.466 -2.899
75 H -5.405 3.821 -1.135
76 H -5.822 2.421 -0.144
77 H -5.786 2.283 -1.902
78 H -3.439 4.356 0.426
79 H -1.835 3.652 0.537
80 H -3.152 2.985 1.491
81 H -4.763 1.256 -3.687
82 H -4.724 -0.377 -4.345
83 H -3.217 0.498 -4.064
84 H -6.425 0.176 -1.162
85 H -5.977 -1.401 -0.519
86 H -6.483 -1.251 -2.199
87 H -2.562 -2.162 -2.947
88 H -4.230 -2.745 -2.936
89 H -3.258 -2.818 -1.466
90 H -5.615 0.271 1.373
91 H -4.712 1.617 2.062
92 H -4.812 0.083 2.927
93 H -4.218 -2.405 0.514
94 H -3.528 -2.280 2.137
95 H -2.468 -2.495 0.749
96 H -2.954 -0.422 3.711
97 H -1.169 -0.337 5.466
98 H 1.186 -0.332 4.751
99 H 1.585 0.495 2.540
100 N 1.662 -10.305 1.185
101 C 1.490 -9.275 0.708
102 C 1.274 -7.984 0.111
103 C 1.150 -7.873 -1.272
104 C 0.937 -6.634 -1.846
105 C 0.864 -5.507 -1.037
106 C 0.997 -5.608 0.341
107 C 1.193 -6.850 0.915
108 N 0.648 -4.237 -1.623
109 C 1.152 -3.776 -2.819
110 C 0.697 -2.502 -2.945
111 N -0.090 -2.178 -1.865
112 C -0.098 -3.236 -1.097
113 H 1.207 -8.759 -1.889
114 H 0.806 -6.543 -2.916
115 H 0.987 -4.717 0.956
116 H 1.302 -6.941 1.987
117 H 1.801 -4.373 -3.433
118 H 0.877 -1.809 -3.750
119 H -0.642 -3.348 -0.174

Computed properties:
**Energy relative to the best compared isomer or geometry (same formula, charge and spin)**: 0.0 kcal per mole
**Highest occupied orbital energy**: -6.456 eV
**LUMO**: -0.009 eV
**Electronic energy**: -104977.2918 eV
**Frontier orbital gap**: 6.4 eV

Löwdin population analysis, charges in e, atoms 1 to 8: 0.742 -0.380 -0.343 1.061 -0.289 -0.072 -0.062 -0.078